No. 1
Here is C4H6ORb as an isolated structure at a distorted geometry from the OMol25 dataset. Energies are from wB97M-V/def2-TZVPD.

```
12
Properties=species:S:1:pos:R:3:lowdin_charge:R:1
C 0.21 1.52 1.01 -0.100
C 1.08 0.93 -0.03 -0.142
C 0.57 0.00 -0.91 -0.093
C -0.01 -1.24 -0.44 -0.251
O -1.23 -1.43 -0.45 -0.005
Rb -4.03 -4.20 -0.28 0.962
H 0.31 2.61 1.01 0.086
H 0.49 1.12 1.99 0.080
H 1.83 1.61 -0.44 0.105
H -0.85 1.19 0.65 0.113
H 0.97 -0.03 -1.93 0.116
H 0.66 -2.08 -0.18 0.130
```

E_HOMO   -11.81 eV
Net charge   +1
E   -6940.459 eV
Energy relative to the best compared isomer or geometry (same formula, charge and spin)   6.56 kcal/mol
2S+1   1


No. 2
Here is one molecule with the formula C4H6OS at a distorted geometry from the OMol25 dataset. Energies are from wB97M-V/def2-TZVPD.

```
12
Properties=species:S:1:pos:R:3:lowdin_charge:R:1
C 0.15 1.42 -0.19 -0.048
C 0.01 -0.07 0.24 -0.413
C -1.21 -0.81 -0.30 -0.227
O -1.50 -1.97 -0.24 0.072
C 1.05 -1.04 0.31 -0.636
S 2.59 -0.97 -0.26 0.691
H 0.52 1.65 -1.24 0.111
H -0.75 1.98 -0.08 0.065
H 0.81 1.85 0.46 0.036
H -0.27 -0.02 1.28 0.159
H -2.02 -0.08 -0.64 0.140
H 0.61 -1.94 0.66 0.050
```

E_HOMO   -8.83 eV
E   -17126.167 eV
Energy relative to the best compared isomer or geometry (same formula, charge and spin)   45.26 kcal/mol
2S+1   1


No. 3
Here is one molecule with the formula C4H6OS at a distorted geometry from the OMol25 dataset. Energies are from wB97M-V/def2-TZVPD.

```
12
Properties=species:S:1:pos:R:3:lowdin_charge:R:1
C 1.33 -1.07 -0.23 -0.120
O 1.49 0.31 -0.51 -0.080
C 0.72 -0.03 0.65 -0.300
C -0.72 0.32 0.63 -0.596
C -1.39 0.78 -0.60 -0.407
S -1.85 -0.86 -0.05 0.853
H 0.84 -1.56 -1.06 0.102
H 2.29 -1.45 0.11 0.110
H 1.31 0.29 1.52 0.147
H -1.02 0.88 1.56 0.133
H -0.87 0.78 -1.54 0.064
H -2.14 1.60 -0.49 0.093
```

E_HOMO   -8.83 eV
E   -17125.685 eV
Energy relative to the best compared isomer or geometry (same formula, charge and spin)   56.37 kcal/mol
2S+1   1


No. 4
Here is one molecule with the formula C4H6OS at a distorted geometry from the OMol25 dataset. Energies are from wB97M-V/def2-TZVPD.

```
12
Properties=species:S:1:pos:R:3:lowdin_charge:R:1
C -2.17 -0.20 -0.15 -0.032
C -0.82 -0.18 -0.20 -0.525
C 0.20 1.00 0.04 -0.205
O 1.44 0.60 -0.52 -0.205
C 1.72 -0.67 0.02 -0.497
S 0.20 -1.69 -0.15 0.907
H -2.78 0.70 -0.03 0.061
H -2.76 -1.07 -0.35 0.043
H 0.33 1.06 1.12 0.115
H -0.01 2.00 -0.39 0.139
H 2.62 -1.05 -0.49 0.099
H 2.03 -0.49 1.09 0.100
```

E_HOMO   -8.50 eV
E   -17126.486 eV
Energy relative to the best compared isomer or geometry (same formula, charge and spin)   37.90 kcal/mol
2S+1   1